[1]
Below is the ion C3H8NO with charge -1 at a distorted geometry, with properties calculated with the ωB97M-V functional and the def2-TZVPD basis.

Its orbital gap is 4.76 eV. The value obtained for the HOMO energy is -0.67 eV. As for the charge: -1. As for the energy above the lowest of the compared OMol25 structures with the same formula, charge and spin: 1.849 eV. As for the multiplicity: 1.

Atoms and positions in Å:
1 C 1.13301 -0.79925 0.17599
2 C 0.29692 0.52093 0.01019
3 O 0.30690 0.85826 -1.39128
4 C -1.14754 0.21978 0.55442
5 N -2.01479 -0.33885 -0.46256
6 H 1.73273 -0.72535 1.10453
7 H 1.83771 -0.89252 -0.66436
8 H 0.45466 -1.65370 0.29366
9 H 0.79448 1.37117 0.53093
10 H 0.72658 1.70902 -1.44146
11 H -1.55623 1.15788 0.99434
12 H -1.09873 -0.52234 1.40446
13 H -1.46570 -0.90503 -1.10886


[2]
Below is a cluster of 2 separate species, C4H10O2S in total at a distorted geometry, with properties calculated with the ωB97M-V functional and the def2-TZVPD basis.

Its orbital gap is 8.99 eV. The value obtained for the HOMO energy is -8.39 eV. As for the charge: 0. As for the energy above the lowest of the compared OMol25 structures with the same formula, charge and spin: 2.190 eV. As for the multiplicity: 1.

Atoms and positions in Å:
1 C -1.90283 0.04486 1.30964
2 C 2.07400 1.42896 -0.18606
3 C -1.28406 -0.08992 -0.02820
4 C 2.27409 -0.02842 0.04411
5 O 2.21579 -0.25463 1.30441
6 O -0.01345 -0.66983 0.08860
7 S 2.74312 -1.07787 -1.10838
8 H -2.79245 0.70014 1.25596
9 H -2.06708 -0.93597 1.79985
10 H -1.17979 0.49016 1.99598
11 H 0.97548 1.45894 -0.58514
12 H 2.63864 1.73246 -1.03077
13 H 2.22752 1.99757 0.72386
14 H -1.15485 0.86200 -0.62664
15 H -1.76893 -0.94577 -0.53385
16 H 2.37738 -1.13903 1.50870
17 H -0.10608 -1.42371 0.59994


[3]
Below is a structure of composition C28H48AsF24NO13 at a distorted geometry, with properties calculated with the ωB97M-V functional and the def2-TZVPD basis.

Its orbital gap (spin up / spin down) is 4.98 / 3.68 eV. The value obtained for the HOMO energy (spin up / spin down) is 3.25 / 3.25 eV. As for the charge: -5. As for the expectation value of S²: 0.75. As for the multiplicity: 2.

Atoms and positions in Å:
1 C -15.46621 11.29253 -18.31438
2 C -16.83414 11.27903 -17.58697
3 C -17.25036 9.85379 -17.17877
4 O -18.64759 9.84786 -17.10460
5 C -19.31450 8.82634 -16.28121
6 N -16.73584 12.07074 -16.24831
7 H -16.65346 13.05126 -16.47612
8 H -17.40409 11.86011 -15.52087
9 H -15.83538 11.73656 -15.93592
10 H -15.51426 10.75889 -19.26360
11 H -14.63383 10.79591 -17.81578
12 H -15.27585 12.34562 -18.52136
13 H -17.53922 11.67694 -18.31677
14 H -16.62141 9.41551 -16.40391
15 H -17.27667 9.14172 -18.00360
16 H -18.97609 7.83744 -16.59047
17 H -20.39339 8.95702 -16.19729
18 H -18.98242 9.07420 -15.27305
19 As -16.88128 15.78977 -17.70242
20 F -16.96346 14.88067 -16.17769
21 F -17.60333 14.34436 -18.49051
22 F -17.00477 16.57252 -19.28836
23 F -16.18539 17.13330 -16.84336
24 F -15.17028 15.26454 -18.08662
25 F -18.55335 16.23544 -17.27617
26 C -18.04665 10.26006 -13.00164
27 O -18.47927 11.44719 -13.77004
28 O -16.82228 9.97139 -13.53374
29 C -18.34358 10.42988 -11.46857
30 F -17.85358 9.50824 -10.63304
31 F -17.77710 11.50675 -10.98370
32 F -19.62729 10.48701 -11.21302
33 C -19.84860 11.90614 -13.69124
34 C -19.80201 13.10777 -14.62177
35 H -20.70151 13.70706 -14.76271
36 H -19.08255 13.87193 -14.32756
37 H -19.56793 12.85167 -15.65508
38 H -20.20580 12.29019 -12.73572
39 H -20.56874 11.19513 -14.09615
40 H -18.79720 9.53876 -13.32488
41 C -16.93662 9.85739 -22.66078
42 O -18.04056 10.48451 -23.25178
43 O -16.91474 8.54984 -23.23410
44 C -15.66400 10.72075 -22.93113
45 F -14.47358 10.08323 -23.13941
46 F -15.86224 11.52213 -23.91853
47 F -15.46582 11.47993 -21.90245
48 C -18.81223 11.35955 -22.35297
49 C -20.19219 11.17426 -23.02932
50 H -20.32077 11.52199 -24.05432
51 H -20.44983 10.11533 -23.00998
52 H -20.96245 11.65468 -22.42597
53 H -18.48798 12.40011 -22.33909
54 H -18.92461 11.28912 -21.27107
55 H -17.15325 9.73090 -21.60005
56 C -12.28440 12.21073 -15.48932
57 O -11.59410 12.54478 -14.27571
58 O -13.58624 11.74966 -15.22512
59 C -12.17813 13.42768 -16.41971
60 F -12.61574 14.52833 -15.87385
61 F -10.90541 13.82748 -16.61169
62 F -12.73158 13.30735 -17.61656
63 C -10.22676 12.16926 -14.04414
64 C -9.83904 12.71251 -12.66849
65 H -10.61671 12.57629 -11.91698
66 H -8.91519 12.22196 -12.36195
67 H -9.64073 13.77878 -12.77720
68 H -9.58979 12.50360 -14.86304
69 H -10.08851 11.08830 -14.02187
70 H -11.82850 11.40621 -16.06639
71 C -20.04377 5.20813 -15.95241
72 O -21.07406 5.94844 -16.56275
73 O -19.69412 5.79703 -14.68671
74 C -20.13243 3.72886 -16.27925
75 F -20.64106 2.99373 -15.28990
76 F -20.94415 3.52807 -17.31173
77 F -18.93745 3.23176 -16.68636
78 C -22.43087 5.81717 -16.13795
79 C -22.96779 7.09991 -16.58297
80 H -22.79598 7.17125 -17.65698
81 H -24.04223 7.01459 -16.42045
82 H -22.51764 7.95883 -16.08524
83 H -22.60927 5.77902 -15.06333
84 H -22.82744 4.91726 -16.60803
85 H -19.15030 5.44253 -16.53108
86 C -14.83821 6.41926 -16.99027
87 O -14.78118 4.99443 -17.29839
88 O -14.46390 6.40836 -15.63143
89 C -14.16007 7.23692 -18.08461
90 F -13.17279 6.56545 -18.73969
91 F -14.96719 7.72736 -19.01181
92 F -13.35159 8.22768 -17.63192
93 C -15.99576 4.61715 -18.10331
94 C -15.89017 3.16997 -18.42994
95 H -16.72888 2.77980 -19.00650
96 H -15.03989 3.02048 -19.09536
97 H -15.78217 2.52502 -17.55790
98 H -16.03139 5.12901 -19.06499
99 H -16.96568 4.75005 -17.62405
100 H -15.87639 6.74942 -16.95424
101 C -23.06432 12.26711 -18.42456
102 O -23.19575 13.07530 -17.27907
103 O -23.32810 13.12490 -19.52591
104 C -21.86573 11.27158 -18.40586
105 F -21.51075 10.49640 -19.54725
106 F -20.73817 11.96291 -18.15314
107 F -21.83592 10.30866 -17.41086
108 C -23.37649 12.58646 -15.92368
109 C -23.55377 13.83726 -15.06546
110 H -24.57819 14.20616 -15.11609
111 H -23.24202 13.57442 -14.05461
112 H -23.06356 14.68979 -15.53554
113 H -22.52107 12.00373 -15.58194
114 H -24.29649 12.02156 -15.77339
115 H -23.82539 11.48773 -18.46230


[4]
Below is the molecule C8H10N2O2 at a distorted geometry, with properties calculated with the ωB97M-V functional and the def2-TZVPD basis.

Its orbital gap is 9.07 eV. The value obtained for the HOMO energy is -8.53 eV. As for the charge: 0. As for the energy above the lowest of the compared OMol25 structures with the same formula, charge and spin: 2.189 eV. As for the multiplicity: 1.

Atoms and positions in Å:
1 C -2.44648 -0.05721 -0.67932
2 C -1.09294 -0.40628 -1.26163
3 C -1.14710 0.31377 1.02681
4 C -3.47693 -0.08180 -1.50567
5 C -0.70872 0.78807 2.39882
6 C 1.70475 0.84631 -0.83266
7 C 1.88765 -1.49687 -0.23034
8 C 1.22356 -0.21953 0.09122
9 N -2.39805 0.31505 0.68079
10 N -0.25982 -0.21513 0.01669
11 O -4.28703 -0.05681 -2.32209
12 O -0.66998 -0.64451 -2.35614
13 H -0.33627 -0.11321 2.97943
14 H 0.15158 1.38430 2.15479
15 H -1.39729 1.46334 3.03990
16 H 0.97996 1.63616 -0.78288
17 H 1.79232 0.61009 -1.89220
18 H 2.64689 1.26863 -0.49189
19 H 3.02222 -1.41429 0.09939
20 H 1.87642 -1.43369 -1.33315
21 H 1.50172 -2.48069 0.11055
22 H 1.43354 -0.00568 1.08959


[5]
Below is a structure of composition C2H4HgLiO2 at a distorted geometry, with properties calculated with the ωB97M-V functional and the def2-TZVPD basis.

Its orbital gap (spin up / spin down) is 3.63 / 7.28 eV. The value obtained for the HOMO energy (spin up / spin down) is -0.51 / -4.95 eV. As for the charge: -1. As for the energy above the lowest of the compared OMol25 structures with the same formula, charge and spin: 0.533 eV. As for the expectation value of S²: 2.00. As for the multiplicity: 3.

Atoms and positions in Å:
1 O -0.41683 -2.19933 2.39661
2 H -1.29446 -2.56216 2.29476
3 C -0.55801 0.06851 -1.52384
4 C 0.51197 0.74468 -1.04223
5 O 0.79206 0.98633 0.22395
6 H -1.43664 -0.12333 -0.89977
7 H -0.57709 -0.23433 -2.57140
8 H 1.20217 1.20356 -1.77249
9 Li 1.00283 2.66981 0.96997
10 Hg 0.77400 -0.55373 1.92444


[6]
Below is the ion C4H9N4O with charge +1 at a distorted geometry, with properties calculated with the ωB97M-V functional and the def2-TZVPD basis.

Its orbital gap is 9.96 eV. The value obtained for the HOMO energy is -14.00 eV. As for the charge: +1. As for the energy above the lowest of the compared OMol25 structures with the same formula, charge and spin: 1.279 eV. As for the multiplicity: 1.

Atoms and positions in Å:
1 C 0.53399 -0.17682 0.08890
2 C -1.83425 1.07048 0.01144
3 C 1.77320 -0.82897 -0.57225
4 C 2.46569 -1.81660 0.28738
5 N 2.09627 -0.41962 -1.69793
6 N -2.74842 1.91019 -0.58141
7 N -0.91597 0.47358 -0.69905
8 N -2.03951 0.75630 1.26627
9 O 0.40899 -0.21972 1.25991
10 H 2.43621 -1.37762 1.31416
11 H 3.45638 -1.87779 0.06499
12 H 2.01130 -2.87417 0.34545
13 H 3.01238 -0.60269 -2.09414
14 H -2.56350 2.34672 -1.53360
15 H -3.37345 2.34104 0.05029
16 H -1.03556 0.41386 -1.73466
17 H -2.81440 1.22358 1.81090
18 H -1.26563 0.55847 1.85955


[7]
Below is the molecule C5H13NOS at a distorted geometry, with properties calculated with the ωB97M-V functional and the def2-TZVPD basis.

Its orbital gap is 9.96 eV. The value obtained for the HOMO energy is -9.09 eV. As for the charge: 0. As for the energy above the lowest of the compared OMol25 structures with the same formula, charge and spin: 3.234 eV. As for the multiplicity: 1.

Atoms and positions in Å:
1 C -1.44241 -0.78315 -2.52237
2 C -0.32501 -0.16554 2.05733
3 C 1.72684 1.18787 1.28297
4 C -0.85977 -1.11007 -1.20413
5 C 0.77345 0.02665 1.04227
6 N 0.76882 0.95771 -1.80055
7 O -1.28377 1.45273 -0.30755
8 S -0.16842 0.54855 -0.63186
9 H -1.49879 -1.53344 -3.40434
10 H -2.40939 -0.28239 -2.36359
11 H -0.83537 -0.02352 -2.88094
12 H -1.12238 -0.66272 1.59564
13 H -0.00271 -0.82843 2.89716
14 H -0.66935 0.79278 2.46057
15 H 1.22977 2.06331 1.46625
16 H 2.42446 1.26861 0.46039
17 H 2.41541 1.02949 2.16722
18 H -0.04966 -1.75765 -1.30989
19 H -1.65879 -1.52292 -0.49567
20 H 1.28997 -0.93524 1.02043
21 H 0.45214 1.89311 -2.29829


[8]
Below is a structure of composition C6H16FKO6S2Zn at a distorted geometry, with properties calculated with the ωB97M-V functional and the def2-TZVPD basis.

Its orbital gap (spin up / spin down) is 6.59 / 2.67 eV. The value obtained for the HOMO energy (spin up / spin down) is -18.58 / -18.58 eV. As for the charge: +3. As for the expectation value of S²: 0.75. As for the multiplicity: 2.

Atoms and positions in Å:
1 Zn 6.19976 22.73873 5.89883
2 K 3.38029 19.80301 8.04541
3 F 4.56718 21.62742 6.03772
4 O 5.38327 23.79198 4.28951
5 S 4.23934 24.59948 3.92345
6 O 3.73123 25.66437 4.85599
7 O 4.40067 25.12329 2.38219
8 C 3.39096 26.00524 1.83506
9 C 3.70682 26.25941 0.37973
10 C 2.79633 23.47862 3.61768
11 H 3.40036 26.97334 2.33586
12 H 2.36825 25.71884 2.08030
13 H 3.15946 27.17170 0.14260
14 H 3.28142 25.56295 -0.34281
15 H 4.77779 26.32888 0.18920
16 H 2.79975 23.04802 4.61901
17 H 2.96369 22.65545 2.92307
18 H 1.89424 24.07912 3.50049
19 O 6.93972 21.42141 4.44214
20 S 7.02736 19.96854 4.12268
21 O 6.17100 19.27868 3.17999
22 O 8.59767 19.78832 3.44151
23 C 9.59037 20.40745 4.15957
24 C 10.82695 19.97143 3.52361
25 C 7.19957 18.95024 5.61923
26 H 9.76560 20.14215 5.20217
27 H 9.43916 21.48640 4.12630
28 H 11.11677 19.00304 3.93144
29 H 11.52465 20.73643 3.86430
30 H 10.80183 20.02718 2.43532
31 H 7.68764 18.01751 5.33655
32 H 6.26809 18.79279 6.16298
33 H 7.75309 19.63005 6.26697